[1]
Molecular formula: C9H24N5O2S3SbW
Method: DFT, ωB97M-V/def2-TZVPD

Last column: Löwdin charge in e.
Element x y z (Å)
W 0.28390 -0.36183 -0.81048  1.311
N 1.62016 -2.15516 -0.17608  -0.132
C 0.83480 -3.12089 0.62612  -0.170
C 0.37683 -2.34155 1.83480  -0.125
N -0.35814 -1.08640 1.40864  -0.209
C -0.04991 0.02798 2.35947  -0.152
C 1.37604 0.45130 2.18683  -0.150
N 1.62914 0.55729 0.72208  -0.169
C -1.84809 -1.37078 1.51718  -0.126
C -2.54382 -0.80159 0.31836  -0.160
N -1.77692 -1.34434 -0.83015  -0.139
H 1.95024 -2.58234 -1.04285  0.002
H 2.46351 -1.92197 0.35061  0.119
H 1.42793 -3.98899 0.91781  0.154
H 0.00650 -3.48362 0.01233  0.115
H 1.23682 -2.05498 2.43789  0.128
H -0.27005 -2.92962 2.48436  0.149
H -0.26273 -0.29148 3.38283  0.159
H -0.72848 0.85052 2.12064  0.129
H 2.09463 -0.24408 2.61617  0.130
H 1.55139 1.41472 2.66629  0.149
H 2.59209 0.31309 0.50246  0.067
H 1.51361 1.54411 0.45566  0.038
H -2.23106 -0.98639 2.46225  0.151
H -1.97917 -2.45270 1.53114  0.139
H -2.48990 0.28924 0.27841  0.120
H -3.59876 -1.07865 0.27434  0.158
H -2.17981 -1.02941 -1.71226  0.095
H -1.81690 -2.36472 -0.84307  0.105
N 0.05137 3.02325 0.22871  -0.009
C -0.05770 3.81157 -1.01779  -0.210
C -1.05345 3.26637 -2.04680  -0.065
C -0.77669 1.89899 -2.57219  -0.465
O -0.44645 1.54705 -3.64607  0.114
O -0.91450 0.86393 -1.54756  -0.362
H -0.87436 2.94959 0.64849  0.090
H 0.56329 3.60180 0.89383  0.105
H 0.93332 3.87901 -1.47080  0.128
H -0.37748 4.83665 -0.81823  0.137
H -1.01978 3.91740 -2.92116  0.153
H -2.07541 3.28540 -1.65389  0.149
S 3.28684 -2.34280 -3.44337  0.165
Sb 1.74512 -0.69188 -4.11944  0.738
S 0.13689 -1.84245 -2.67442  0.172
S 2.05516 0.53936 -1.89110  0.276

The spin multiplicity is 2. Its expectation value of S² is 0.765. The total charge is +3. Its total energy is -2282.5615 Ha. Its HOMO energy (alpha / beta) is -18.96 / -18.57 eV. The frontier orbital gap (alpha / beta) comes out at 6.677 / 6.138 eV. The relative energy (zero: lowest compared OMol25 entry of this formula, charge and spin) comes out at 59.3 kcal per mole.

[2]
Molecular formula: C9H24NO8P2
Method: DFT, ωB97M-V/def2-TZVPD

Last column: Löwdin charge in e.
Element x y z (Å)
O -2.26029 1.05155 -2.23897  -0.330
P -1.52699 0.77394 -3.47307  0.824
N 0.01226 -0.12981 -3.17939  -0.230
O 1.08045 0.25997 -3.99077  0.027
C -0.08533 -1.62891 -3.28433  -0.095
C -0.72316 -2.16195 -4.60989  -0.067
C 0.18065 -3.16245 -5.38167  -0.527
O -0.15775 -4.27156 -5.50124  0.185
O 1.35253 -2.78212 -5.97412  0.122
H -1.19984 2.01299 -4.10601  0.066
H -2.37873 0.08873 -4.37942  0.065
H 0.29295 0.07522 -2.20016  0.193
H 1.02622 1.21088 -4.20986  0.133
H -0.70982 -1.97210 -2.43483  0.151
H 0.93388 -2.02490 -3.12247  0.156
H -1.62766 -2.73312 -4.33597  0.139
H -0.98620 -1.35482 -5.31849  0.110
H 1.71086 -2.00566 -5.51127  0.104
O -1.35248 0.57459 3.52388  -0.214
P -0.01200 0.71043 2.86310  0.621
O 0.15452 2.34476 2.82350  -0.217
C 0.39622 3.03291 4.04935  -0.282
C 1.74946 2.68786 4.64514  -0.080
O -0.48320 0.44026 1.30081  -0.234
C -1.77915 -0.09484 1.02465  -0.302
C -2.83541 0.99009 0.90939  -0.072
O 1.57531 0.49892 2.33726  -0.204
C 2.37468 -0.47811 3.02187  -0.289
C 1.68054 -1.81531 3.18353  -0.081
H -0.40394 2.81202 4.76125  0.114
H 0.35761 4.09884 3.82596  0.120
H 1.73971 1.67290 5.05692  0.063
H 2.00224 3.36770 5.45956  0.084
H 2.53412 2.73397 3.88902  0.084
H -2.05239 -0.83847 1.77229  0.105
H -1.71255 -0.63264 0.07189  0.087
H -2.76892 1.73767 1.69998  0.079
H -3.83549 0.55376 0.93376  0.086
H -2.71387 1.52999 -0.02817  0.039
H 2.66565 -0.08715 4.00002  0.102
H 3.29049 -0.60509 2.44268  0.122
H 0.74516 -1.71973 3.74885  0.073
H 2.31961 -2.51550 3.72290  0.087
H 1.43005 -2.24571 2.21251  0.081

The total charge is +1. Its total energy is -1696.3691 Ha. Its HOMO energy is -12.22 eV. The frontier orbital gap comes out at 8.056 eV.

[3]
Molecular formula: C9H25IN2Ni
Method: DFT, ωB97M-V/def2-TZVPD

Last column: Löwdin charge in e.
Element x y z (Å)
C -3.05604 0.72803 0.49587  -0.209
C -1.52701 -2.19644 -0.27925  -0.105
H -2.41897 0.31041 1.30417  0.003
H -3.88056 0.08363 0.13549  0.026
H -2.77713 1.66965 -0.05380  -0.310
H -0.98097 -1.87348 0.62565  0.005
H -2.64011 -2.20245 -0.12643  0.031
H -1.00645 -2.25702 -1.24941  -0.040
Ni -1.96726 -0.40803 -0.69610  0.184
C -1.23742 -0.64380 -2.73712  -0.228
H -0.88207 -1.67279 -2.88547  0.004
H -0.48671 0.03291 -3.09366  -0.071
H -2.15115 -0.52993 -3.28607  -0.014
I -1.70270 1.96144 -1.51990  0.820
C -0.05081 0.35547 2.57236  -0.106
N 0.26144 1.25531 1.48961  -0.299
C -0.25732 2.58854 1.66888  -0.145
C 1.60826 1.22651 0.98951  -0.206
C 2.10102 -0.17026 0.61575  -0.208
N 1.46759 -0.69607 -0.57092  -0.267
C 1.89240 -0.02774 -1.78907  -0.103
C 1.54394 -2.13849 -0.66700  -0.117
H -1.11222 0.46770 2.82626  0.073
H 0.54619 0.56805 3.47912  0.094
H 0.12397 -0.68925 2.27831  0.068
H 0.32752 3.16878 2.41132  0.090
H -0.23149 3.10996 0.70204  0.021
H -1.30078 2.53073 1.99833  0.079
H 1.67227 1.90723 0.12775  0.109
H 2.31074 1.61031 1.76203  0.126
H 3.19226 -0.07008 0.43546  0.124
H 1.95241 -0.86735 1.44960  0.109
H 2.98829 -0.12884 -1.94156  0.094
H 1.37774 -0.47455 -2.64650  0.064
H 1.63839 1.04150 -1.74966  0.067
H 1.05657 -2.58819 0.20503  0.073
H 1.01809 -2.47847 -1.56763  0.074
H 2.58806 -2.50293 -0.71297  0.092

The spin multiplicity is 3. Its expectation value of S² is 2.035. Its total energy is -2273.1112 Ha. Its HOMO energy (alpha / beta) is -7.65 / -8.15 eV. The frontier orbital gap (alpha / beta) comes out at 6.776 / 6.695 eV. The relative energy (zero: lowest compared OMol25 entry of this formula, charge and spin) comes out at 149.9 kcal per mole.

[4]
Molecular formula: C9H26B2LiNO
Method: DFT, ωB97M-V/def2-TZVPD

Last column: Löwdin charge in e.
Element x y z (Å)
Li -1.38571 -1.49504 -0.05903  0.487
B -2.19023 -2.50913 -1.85515  -0.499
H -1.09110 -2.45225 -1.56263  -0.084
H -2.33956 -2.28291 -2.98834  -0.073
H -2.65023 -3.55538 -1.68734  -0.058
H -2.74449 -1.72846 -1.24914  -0.091
B -2.56839 -2.77886 1.38440  -0.491
H -2.93198 -3.21048 2.40313  -0.083
H -3.14010 -1.81721 1.08675  -0.060
H -1.45432 -2.52598 1.36236  -0.103
H -2.73782 -3.68201 0.67975  -0.071
C 1.59847 -1.19080 1.62478  -0.062
C 1.47395 0.15421 0.96679  -0.525
C 2.39627 0.09448 -0.28931  -0.163
C 2.30695 1.31661 -1.19058  -0.201
C 0.85525 1.60449 -1.58949  -0.152
C -0.19000 1.51734 -0.43985  -0.515
N 0.15730 0.42318 0.44654  -0.212
O -0.90491 -0.00369 1.32749  -0.328
C -1.47744 1.11632 -1.21713  -0.051
C -0.37777 2.88617 0.18794  -0.067
C 2.05895 1.24105 1.90974  -0.035
H 0.96441 -1.28883 2.51178  0.083
H 2.59316 -1.30559 2.06855  0.072
H 1.29766 -2.03176 0.99881  0.086
H 1.93862 -0.71959 -0.86936  0.115
H 3.41273 -0.30931 -0.21351  0.105
H 2.94271 1.19322 -2.07050  0.097
H 2.56773 2.26415 -0.70178  0.091
H 0.51085 0.96438 -2.40261  0.107
H 0.91365 2.63432 -1.96222  0.103
H -1.33845 0.11210 -1.61765  0.049
H -1.56864 1.73257 -2.12117  0.074
H -2.42537 1.19091 -0.68766  0.084
H -0.83038 3.68529 -0.40201  0.067
H 0.56755 3.27231 0.59905  0.055
H -0.91203 2.83105 1.14450  0.075
H 2.92433 1.74632 1.46557  0.059
H 2.43067 0.87145 2.87062  0.060
H 1.34770 2.03537 2.13794  0.058

The total charge is -2. Its total energy is -545.5734 Ha. Its HOMO energy is 0.28 eV. The frontier orbital gap comes out at 4.843 eV. The relative energy (zero: lowest compared OMol25 entry of this formula, charge and spin) comes out at 20.9 kcal per mole.